1.
Computed, not measured: a structure of composition C22H10BiF5N3O6, with ωB97M-V/def2-TZVPD.

HOMO energy: -5.38 eV
frontier orbital gap: 7.893 eV
E_LUMO: 2.512 eV

The geometry in ORCA input format:
```
! wB97M-V def2-TZVPD RIJCOSX def2/J DEFGRID3
* xyz -1 1
Bi 0.06 -0.33 -1.65
O 1.83 -6.34 0.04
C 1.48 -5.06 -0.27
C 2.42 -4.05 -0.38
C 2.00 -2.77 -0.74
N 0.72 -2.53 -0.98
C -0.20 -3.47 -0.84
C 0.14 -4.77 -0.49
C -1.65 -3.04 -1.13
O -2.53 -3.88 -1.00
O -1.79 -1.85 -1.53
C 3.00 -1.61 -0.90
O 4.16 -1.85 -0.58
O 2.54 -0.55 -1.38
H 2.78 -6.38 0.16
H 3.47 -4.21 -0.19
H -0.62 -5.53 -0.41
O 0.37 -0.45 0.46
C 0.45 0.43 1.42
C 0.21 -0.07 2.72
C 0.28 0.73 3.84
C 0.60 2.08 3.72
C 0.85 2.59 2.47
C 0.79 1.80 1.31
C 1.14 2.38 0.04
N 0.94 1.86 -1.16
C 1.44 2.71 -2.08
C 1.96 3.80 -1.44
N 1.77 3.58 -0.11
H -0.05 -1.11 2.81
H 0.07 0.31 4.81
H 0.64 2.71 4.59
H 1.09 3.64 2.39
H 1.39 2.49 -3.12
H 2.44 4.68 -1.81
H 2.08 4.16 0.65
F -2.35 -0.15 0.98
C -2.68 0.74 0.04
C -1.85 0.98 -1.04
C -2.28 1.93 -1.94
F -1.53 2.22 -3.03
C -3.47 2.65 -1.79
F -3.83 3.59 -2.69
C -4.28 2.37 -0.70
F -5.44 3.04 -0.54
C -3.89 1.41 0.22
F -4.69 1.14 1.26
*
```


2.
Computed, not measured: a structure of composition C22H11F11MnN2O10S4, with ωB97M-V/def2-TZVPD.

energy above the lowest of the compared OMol25 structures with the same formula, charge and spin: 0.0 kJ/mol
HOMO energy (spin up / spin down): -9.10 / -9.10 eV
frontier orbital gap (spin up / spin down): 5.795 / 5.928 eV
expectation value of S²: 0.787
E_LUMO (spin up / spin down): -3.307 / -3.174 eV

The geometry in ORCA input format:
```
! wB97M-V def2-TZVPD RIJCOSX def2/J DEFGRID3
* xyz 0 2
Mn 0.01 -0.57 -1.48
O -4.12 -1.90 2.58
C -3.16 -1.62 1.69
C -1.81 -1.58 2.04
C -0.90 -1.32 1.05
N -1.31 -1.10 -0.19
C -2.59 -1.08 -0.54
C -3.57 -1.35 0.38
C -2.74 -0.64 -1.98
O -3.81 -0.54 -2.51
O -1.57 -0.36 -2.51
C 0.60 -1.20 1.15
O 1.17 -1.28 2.20
O 1.13 -1.03 -0.04
H -3.74 -2.08 3.45
H -1.46 -1.76 3.05
H -4.61 -1.35 0.10
F 2.47 -6.37 1.44
C 2.01 -5.50 0.56
C 2.85 -4.99 -0.41
F 4.13 -5.38 -0.45
C 2.37 -4.08 -1.33
F 3.21 -3.60 -2.24
C 1.04 -3.65 -1.31
S 0.48 -2.50 -2.50
C 0.23 -4.19 -0.33
F -1.07 -3.86 -0.27
C 0.69 -5.10 0.60
F -0.13 -5.60 1.53
F 3.32 2.56 -4.73
C 2.81 1.38 -4.39
F 2.04 0.94 -5.38
F 3.78 0.52 -4.17
S 1.77 1.60 -2.89
O 1.28 0.19 -2.74
O 0.75 2.56 -3.21
N 2.83 1.96 -1.84
S 2.54 2.97 -0.59
O 3.10 2.41 0.64
O 0.55 2.06 1.83
C 3.84 4.23 -1.10
F 3.59 4.66 -2.35
F 3.75 5.28 -0.27
F 5.08 3.75 -1.04
C -0.85 3.81 -0.54
S -1.39 2.11 -0.45
O -0.13 1.28 -0.68
C -1.73 1.96 1.30
C -0.70 1.90 2.26
C -1.04 1.70 3.59
C -2.36 1.58 3.96
C -3.38 1.65 3.02
C -3.06 1.83 1.68
H -0.13 4.02 0.25
H -1.75 4.43 -0.43
H -0.42 3.94 -1.53
H 1.21 1.85 2.51
H -0.25 1.64 4.33
H -2.61 1.43 5.00
H -4.42 1.55 3.32
H -3.83 1.85 0.92
*
```